a:
9
Properties=species:S:1:pos:R:3:lowdin_charge:R:1 method="wB97M-V/def2-TZVPD" gap_ev=8.75 multiplicity=1
C -0.87483 -0.50460 0.19561 -0.1587
C 0.40253 0.32338 -0.01787 -0.3972
C 0.58741 1.68899 -0.38650 -0.3485
N -0.30500 -1.74957 0.03704 -0.3492
O 1.70513 2.15751 -0.43535 0.0234
S 1.36204 -1.26131 -0.01963 0.9119
H -1.92212 -0.24447 0.50114 0.1216
H -0.41860 2.09750 -0.52230 0.1175
H -0.53654 -2.50743 0.64786 0.0791

b:
9
Properties=species:S:1:pos:R:3:lowdin_charge:R:1 method="wB97M-V/def2-TZVPD" smiles="O=C1S[C@]12CN2" gap_ev=9.62 multiplicity=1
O -0.84292 2.30288 1.61006 0.1011
C -0.96580 1.30506 1.01097 -0.6971
S -1.86376 -0.06147 0.57471 0.9648
C -0.17510 0.32581 -0.10915 -0.4435
C 0.90031 -0.68600 -0.10706 -0.2388
N 0.51094 -0.23637 -1.43937 0.0342
H 1.90387 -0.37679 0.17519 0.1025
H 0.66903 -1.70929 0.18917 0.1036
H -0.13658 -0.86382 -1.90451 0.0734

Computed energies relative to the best structure, in hartree: a 0.0000; b 0.0258

a:
9
Properties=species:S:1:pos:R:3:lowdin_charge:R:1 method="wB97M-V/def2-TZVPD" gap_ev=8.68 multiplicity=1
C 0.43835 0.44735 -0.76608 -0.8402
C 0.26591 0.45626 1.25881 -0.1742
C -0.83930 -0.16888 0.93140 -0.0581
H 0.12407 -1.34339 -2.36337 0.1200
H 0.35781 0.45809 2.41501 0.1438
H -1.59097 -0.75832 1.29536 0.0986
N 1.10938 0.77339 0.22590 0.1088
O -0.70268 -0.17599 -0.45494 -0.0873
S 0.83744 0.31148 -2.54209 0.6886

b:
9
Properties=species:S:1:pos:R:3:lowdin_charge:R:1 method="wB97M-V/def2-TZVPD" smiles="C1=CSOC=N1" gap_ev=7.69 multiplicity=1
C 0.51654 -0.22393 0.06466 -0.2052
C 0.62699 0.96528 -0.62599 -0.4544
S -0.74167 1.90198 -1.03348 0.9943
O -1.93881 1.13366 0.13116 -0.3122
C -1.77809 -0.16661 0.21293 -0.3348
N -0.70351 -0.88067 0.33718 0.0582
H 1.25298 -0.89525 0.41707 0.0854
H 1.47861 1.47529 -1.11866 0.0691
H -2.68154 -0.61580 0.39899 0.0996

Computed energies relative to the best structure, in hartree: a 0.0223; b 0.0000

a:
18
Properties=species:S:1:pos:R:3:lowdin_charge:R:1 method="wB97M-V/def2-TZVPD" smiles=NCN.O.O.O gap_ev=10.11 multiplicity=1
N -0.97873 -0.84290 1.78551 -0.0130
C -1.73344 -1.71280 0.89825 -0.3640
N -2.43350 -0.98957 -0.16601 -0.0069
H -0.51278 -0.14721 1.22203 0.0590
H -1.51638 -0.36488 2.49476 0.0551
H -1.00313 -2.36686 0.48223 0.0886
H -2.40166 -2.32174 1.45835 0.0960
H -3.42082 -1.20617 -0.21535 0.0535
H -2.10876 -1.30061 -1.07757 0.0560
O 1.92343 2.15212 -5.12793 -0.0581
H 2.45392 1.46815 -5.55528 0.0394
H 1.80014 1.80925 -4.23716 0.0279
O 3.91683 3.57296 -2.04809 -0.0542
H 4.15046 4.47906 -2.26042 0.0348
H 3.37768 3.20834 -2.75236 0.0102
O -0.61850 -1.71966 5.38682 -0.0642
H -0.49114 -2.60372 5.04119 0.0274
H -0.40362 -1.11374 4.67104 0.0126

b:
18
Properties=species:S:1:pos:R:3:lowdin_charge:R:1 method="wB97M-V/def2-TZVPD" smiles=NCN.O.O.O gap_ev=10.01 multiplicity=1
N -0.54936 -0.56313 0.94168 -0.0144
C 0.70525 -1.28820 0.68455 -0.3781
N 1.31837 -0.83059 -0.53345 0.0084
H -1.29280 -0.94640 0.35571 0.0820
H -0.84313 -0.88081 1.86509 0.0812
H 1.34347 -1.16484 1.56783 0.1076
H 0.51709 -2.34849 0.62722 0.0981
H 2.22882 -1.24795 -0.66384 0.0682
H 1.47562 0.17740 -0.51865 0.0382
O 1.80711 2.51019 -0.67039 -0.0740
H 0.84491 2.50196 -0.61183 0.0237
H 2.05949 2.70721 0.23843 0.0239
O 0.29363 2.11835 1.73454 -0.0880
H 0.00560 1.23408 1.41508 -0.0101
H -0.39796 2.38795 2.34458 0.0349
O -2.98311 -1.78149 -2.83184 -0.0632
H -2.59835 -0.93571 -3.08080 0.0325
H -3.93467 -1.64953 -2.86391 0.0293

Computed energies relative to the best structure, in hartree: a 0.0192; b 0.0000

a:
15
Properties=species:S:1:pos:R:3:lowdin_charge:R:1 method="wB97M-V/def2-TZVPD" smiles=C#C[C@@H]1NC[C@@H]2S[C@H]12 gap_ev=9.85 multiplicity=1
C 0.52945 3.03622 0.05373 0.1274
C 0.06502 1.97670 0.38990 -0.1041
C -0.29865 0.64564 0.85682 -0.3861
N 0.88938 -0.12543 1.21073 -0.0280
C 0.60663 -1.54283 0.99826 -0.2316
C -0.49910 -1.60764 -0.02798 -0.4667
S -0.14550 -0.69236 -1.59966 0.8649
C -1.08025 -0.22444 -0.15234 -0.5080
H 0.96937 4.00336 -0.14955 0.0372
H -0.89830 0.79167 1.77308 0.1511
H 1.61597 0.12619 0.57208 0.0879
H 0.18292 -2.00610 1.94792 0.1312
H 1.54137 -2.08937 0.70762 0.1295
H -1.11296 -2.47356 -0.17559 0.0944
H -2.13467 -0.09843 -0.26637 0.1009

b:
15
Properties=species:S:1:pos:R:3:lowdin_charge:R:1 method="wB97M-V/def2-TZVPD" gap_ev="6.80 / 6.98" multiplicity=1
C -0.50354 -1.21190 -0.88973 -0.1089
C -0.86510 0.06275 -1.23106 -0.1017
C 1.68665 0.26210 -0.05741 -0.7808
C -0.68614 -0.09647 1.21974 -0.1005
C -0.14658 -1.29207 0.50873 -0.0882
C -0.59241 0.92014 -0.08209 -0.2342
N 0.91957 1.23807 -0.09459 -0.0188
S 3.22754 -0.22180 -0.06047 0.6084
H -0.50200 -2.06235 -1.65200 0.1307
H -1.20143 0.27472 -2.27918 0.1164
H -1.73953 -0.31712 1.38332 0.1156
H 0.04633 0.42195 1.90614 0.1314
H 0.28027 -2.01216 1.08625 0.0698
H -1.01781 1.83458 0.02799 0.0958
H 1.09418 2.19953 0.21435 0.1648

Computed energies relative to the best structure, in hartree: a 0.0000; b 0.0660

a:
15
Properties=species:S:1:pos:R:3:lowdin_charge:R:1 method="wB97M-V/def2-TZVPD" smiles="C=C(C#CC)NC=S" gap_ev=8.66 multiplicity=1
C -0.88319 -1.10295 1.88351 0.0858
C -0.73249 -0.30868 0.81842 -0.3631
C 0.53584 -0.11493 0.16870 -0.0241
C 1.61455 0.05922 -0.33051 -0.0595
C 2.89684 0.26124 -1.00030 -0.0937
N -1.83509 0.47367 0.35856 -0.0321
C -2.26115 0.59160 -0.90835 -0.7349
S -1.71411 -0.16534 -2.24977 0.6127
H -1.86021 -1.26381 2.36005 0.0761
H -0.03901 -1.63025 2.29190 0.0680
H 2.74707 0.60031 -2.01227 0.0723
H 3.51268 0.98758 -0.46396 0.0778
H 3.47084 -0.68732 -1.04054 0.0890
H -2.36626 0.96435 1.08975 0.1545
H -3.08632 1.33532 -0.96520 0.0712

b:
15
Properties=species:S:1:pos:R:3:lowdin_charge:R:1 method="wB97M-V/def2-TZVPD" smiles=N#CC1C[C@H]2S[C@@H]2C1 gap_ev=9.89 multiplicity=1
N 1.10473 2.06081 -2.17051 0.1498
C 0.38893 1.35951 -1.57759 -0.2123
C -0.43232 0.50935 -0.72859 -0.2486
C -0.34528 0.95843 0.81962 -0.1097
C 0.58566 -0.15555 1.28944 -0.5958
S 0.71128 -1.62608 2.28366 0.9078
C -0.07751 -1.35520 0.69019 -0.5788
C 0.04617 -1.04362 -0.79696 -0.1108
H -1.48343 0.59803 -1.03156 0.1393
H 0.03166 1.98030 0.89438 0.1104
H -1.36430 0.89274 1.22917 0.1152
H 1.54278 0.04145 0.82131 0.1019
H -1.15418 -1.43241 0.94045 0.0996
H -0.61975 -1.63716 -1.45109 0.1115
H 1.06554 -1.15059 -1.21192 0.1205

c:
15
Properties=species:S:1:pos:R:3:lowdin_charge:R:1 method="wB97M-V/def2-TZVPD" gap_ev=9.84 multiplicity=1
C -0.14383 -0.33170 2.80975 0.1472
C -0.06563 -0.05266 1.65884 -0.1084
C -1.93333 -1.20393 -0.97276 -0.6541
C 0.58914 -1.23281 -0.41555 -0.3322
C -0.14079 -0.07326 0.23184 -0.4728
C 0.11348 1.25488 -0.52274 -0.0695
N -1.88952 -0.13703 -0.35367 0.0797
S -0.79387 -2.47733 -0.92759 0.8834
H 0.00336 -0.49829 3.84821 0.0331
H -2.91103 -1.60636 -1.22069 0.0659
H 1.07342 -1.01875 -1.35558 0.0611
H 1.32103 -1.71276 0.28657 0.1022
H 1.23503 1.32052 -0.75728 0.1056
H -0.34664 2.07749 0.01093 0.0742
H -0.49293 1.13897 -1.46559 0.0846

Computed energies relative to the best structure, in hartree: a 0.0000; b 0.0192; c 0.0532

a:
15
Properties=species:S:1:pos:R:3:lowdin_charge:R:1 method="wB97M-V/def2-TZVPD" smiles="C[C@H]1C=CN(Br)C1" gap_ev=8.68 multiplicity=1
C 0.87124 1.02521 1.03544 -0.0781
C 0.87892 0.13358 -0.17527 -0.2999
C 0.44783 -1.26975 0.22868 -0.0755
C -0.78021 -1.54226 -0.13272 -0.2256
N -1.45257 -0.42356 -0.73764 -0.4383
Br -2.82039 0.43521 0.44025 0.5556
C -0.33021 0.48966 -1.14764 -0.1881
H -0.10216 1.31648 1.14983 0.0094
H 1.37070 1.92884 0.87245 0.0623
H 1.15419 0.68313 2.02307 0.0900
H 1.86678 0.10065 -0.69047 0.1440
H 1.13053 -2.07137 0.60792 0.1256
H -1.36242 -2.51798 -0.15904 0.1333
H -0.64426 1.53033 -1.20459 0.1085
H -0.22797 0.18184 -2.11028 0.0767

b:
15
Properties=species:S:1:pos:R:3:lowdin_charge:R:1 method="wB97M-V/def2-TZVPD" gap_ev="8.62 / 8.62" multiplicity=1
C -0.20479 -1.14200 -0.31390 -0.1054
C 1.07894 -1.50187 -0.18598 -0.3087
C 0.31639 0.65696 1.18907 0.0462
C -0.75660 0.12978 0.33505 -0.4017
C -1.27034 1.03123 -0.83294 -0.0466
N 1.90848 -0.74490 0.66994 -0.5171
Br 3.08289 0.38974 -0.10232 0.6270
H -0.90912 -1.88002 -0.75404 0.1173
H 1.43200 -2.44883 -0.58771 0.1047
H 0.76159 1.50219 0.75460 0.0142
H 0.29741 0.65372 2.34507 0.1254
H -1.55652 -0.30948 0.82291 0.1026
H -2.35803 1.25807 -0.68650 0.0842
H -1.15541 0.43723 -1.75753 0.0736
H -0.66687 1.96819 -0.89572 0.0843

Computed energies relative to the best structure, in hartree: a 0.0000; b 0.0712